[1]
Formula: C28H50BIN15O26S
Source: OMol25
Level of theory: the ωB97M-V functional and the def2-TZVPD basis

Element x y z (Å)
C -1.30 7.52 2.96
C 0.25 7.44 2.58
B 0.80 5.96 2.33
O 1.63 5.42 3.32
C 0.42 5.20 0.96
C -0.88 5.32 0.28
C -1.18 4.61 -1.01
C -2.57 4.85 -1.64
O -2.93 4.52 -2.73
O -3.49 5.58 -0.84
C -4.18 4.61 -0.04
C -5.09 3.65 -0.73
C -5.75 2.63 0.10
C -5.49 2.67 1.55
N -4.67 3.54 2.22
C -4.05 4.46 1.42
C -0.11 3.76 -1.55
I -0.39 2.65 -3.36
C 1.18 3.68 -0.81
C 2.35 2.77 -1.36
C 1.94 1.25 -0.96
S 0.80 1.25 0.51
C 0.10 -0.40 0.74
N -0.88 -0.74 -0.13
N -1.21 -2.00 0.27
C -0.46 -2.37 1.34
O 0.42 -1.34 1.68
N 1.40 4.39 0.36
H -1.99 7.59 2.08
H -1.44 8.48 3.54
H -1.59 6.70 3.69
H 0.43 8.05 1.66
H 0.82 7.88 3.45
H 1.69 4.44 3.24
H -1.69 5.94 0.73
H -5.20 3.73 -1.84
H -6.41 1.88 -0.40
H -6.00 1.87 2.18
H -3.35 5.18 1.93
H 2.50 2.90 -2.45
H 3.30 3.01 -0.82
H 2.85 0.68 -0.67
H 1.37 0.77 -1.80
H -0.54 -3.37 1.83
H 2.33 4.26 0.77
C 6.12 -0.11 -2.40
N 4.97 0.60 -1.77
O 4.10 1.03 -2.51
O 4.99 0.71 -0.56
H 5.97 -0.13 -3.47
H 7.02 0.44 -2.15
H 6.14 -1.12 -2.00
C -0.39 -6.03 -0.45
N 0.17 -6.64 0.78
O 0.26 -5.94 1.77
O 0.50 -7.81 0.70
H -0.64 -4.99 -0.24
H 0.37 -6.09 -1.23
H -1.28 -6.59 -0.73
C -8.07 -0.16 4.31
N -8.14 0.13 2.85
O -7.25 -0.31 2.14
O -9.09 0.78 2.47
H -7.18 -0.75 4.50
H -8.03 0.79 4.83
H -8.97 -0.72 4.57
C -4.94 -6.58 -2.39
N -3.45 -6.65 -2.38
O -2.93 -7.49 -1.66
O -2.86 -5.87 -3.09
H -5.33 -7.34 -1.71
H -5.22 -5.59 -2.07
H -5.27 -6.78 -3.41
C 9.55 0.69 -5.40
N 8.68 0.76 -4.20
O 7.50 1.01 -4.37
O 9.21 0.55 -3.13
H 8.95 0.89 -6.28
H 10.33 1.45 -5.28
H 9.98 -0.31 -5.44
C -12.54 -1.53 4.46
N -12.14 -0.28 5.15
O -12.90 0.66 5.10
O -11.06 -0.29 5.73
H -13.51 -1.38 4.00
H -11.79 -1.75 3.71
H -12.60 -2.32 5.21
C 0.06 -10.92 0.56
N 0.40 -12.32 0.21
O 0.52 -12.59 -0.97
O 0.54 -13.10 1.13
H -0.04 -10.34 -0.35
H -0.89 -10.94 1.10
H 0.86 -10.53 1.19
C -6.21 7.17 -0.96
N -7.04 7.92 0.02
O -6.88 9.13 0.08
O -7.82 7.28 0.68
H -5.57 7.87 -1.48
H -5.62 6.45 -0.41
H -6.89 6.68 -1.66
C -1.50 -4.83 4.71
N -2.58 -4.59 3.71
O -2.24 -4.42 2.55
O -3.72 -4.58 4.12
H -0.54 -4.81 4.20
H -1.56 -4.04 5.45
H -1.68 -5.81 5.15
C 13.47 -1.74 -6.22
N 12.60 -1.00 -5.27
O 12.73 0.21 -5.21
O 11.81 -1.65 -4.61
H 14.11 -1.03 -6.73
H 14.05 -2.45 -5.64
H 12.82 -2.25 -6.93
C 11.74 0.47 -1.52
N 12.28 -0.16 -0.28
O 12.39 0.55 0.70
O 12.57 -1.34 -0.35
H 11.53 1.52 -1.31
H 12.50 0.38 -2.29
H 10.84 -0.06 -1.79

Output
HOMO-LUMO gap in Eh: 0.25371
E_HOMO in eV: -11.7273
Spin multiplicity: 1
Charge: +1

***

[2]
Formula: C4H6O2
Source: OMol25
Level of theory: the ωB97M-V functional and the def2-TZVPD basis

Element x y z (Å)
O -0.09 -0.80 -1.49
C -0.81 -0.61 -0.43
C -0.37 -0.75 0.96
C 0.02 0.69 0.59
C 0.95 0.40 -1.06
O 2.09 0.08 -0.87
H -1.86 -0.35 -0.59
H 0.50 -1.39 1.11
H -1.16 -0.89 1.70
H -0.76 1.44 0.73
H 0.95 1.00 1.03
H 0.54 1.18 -1.70

Output
HOMO-LUMO gap in Eh: 0.34660
E_HOMO in eV: -9.1025
Spin multiplicity: 1

***

[3]
Formula: C5H16NO5
Source: OMol25
Level of theory: the ωB97M-V functional and the def2-TZVPD basis

Element x y z (Å)
O 2.31 -0.53 1.03
C 1.45 0.21 0.59
O 1.05 1.33 1.02
C 0.70 -0.26 -0.76
C -0.65 -0.88 -0.27
C -1.59 -0.92 -1.47
C -0.45 -2.25 0.32
N 1.50 -1.13 -1.53
H 0.42 0.61 -1.35
H -1.10 -0.10 0.35
H -2.58 -1.33 -1.23
H -1.34 -1.63 -2.27
H -1.86 0.06 -1.87
H -1.29 -2.62 0.90
H 0.40 -2.33 1.02
H -0.19 -2.98 -0.45
H 2.40 -0.73 -1.77
H 1.71 -1.98 -1.01
H -0.52 1.88 1.04
H -1.99 2.20 1.66
O -1.38 2.35 0.94
H -1.71 3.16 -0.95
H -0.91 2.06 -1.49
O -1.40 2.82 -1.81
H 2.76 0.37 3.34
H 1.89 1.38 2.59
O 2.36 1.24 3.43

Output
HOMO-LUMO gap (spin up / spin down) in Eh: 0.40949 / 0.23890
E_HOMO (spin up / spin down) in eV: -10.7796 / -10.7485
Spin multiplicity: 2

***

[4]
Formula: ClH8NiO4
Source: OMol25
Level of theory: the ωB97M-V functional and the def2-TZVPD basis

Element x y z (Å)
Ni 0.65 -1.76 -1.48
Cl 0.74 -0.50 -0.26
O -1.54 -0.21 0.89
H -1.37 -0.97 1.45
H -0.67 0.08 0.61
O -1.38 0.59 -1.21
H -0.52 1.00 -1.20
H -1.39 0.03 -0.43
O 0.43 1.39 -1.71
H 0.77 2.27 -1.86
H 0.99 1.03 -1.03
O 0.94 -1.28 2.28
H 0.51 -0.73 1.63
H 1.84 -0.94 2.33

Output
HOMO-LUMO gap (spin up / spin down) in Eh: 0.34036 / 0.22916
E_HOMO (spin up / spin down) in eV: -14.9445 / -14.7363
Spin multiplicity: 3
Charge: +1

***

[5]
Formula: CH5PS
Source: OMol25
Level of theory: the ωB97M-V functional and the def2-TZVPD basis

Element x y z (Å)
C -1.60 0.09 0.69
P 2.06 0.08 -0.18
S -2.87 -0.50 -0.16
H -0.70 0.37 0.11
H -1.64 0.38 1.82
H 0.93 0.72 -0.69
H 2.63 -0.15 -1.51
H 1.20 -0.99 -0.09

Output
HOMO-LUMO gap in Eh: 0.30838
E_HOMO in eV: -8.9779
Spin multiplicity: 1
SMILES: C=S.P

***

[6]
Formula: C4H6N2
Source: OMol25
Level of theory: the ωB97M-V functional and the def2-TZVPD basis

Element x y z (Å)
C -2.11 -0.15 -0.19
C -0.69 -0.19 0.07
C 0.11 0.89 -0.19
C 1.46 -0.11 -0.09
H -0.49 -0.13 1.18
H 0.02 1.30 -1.10
H 0.16 1.69 0.61
H 2.07 0.02 -1.01
H 1.97 -0.11 0.87
H 0.39 -1.86 0.28
N -3.32 -0.21 -0.13
N 0.43 -1.14 -0.31

Output
HOMO-LUMO gap in Eh: 0.37671
E_HOMO in eV: -9.5844
Spin multiplicity: 1
SMILES: N#C[C@@H]1CCN1